The following is a DFT calculation (wB97M-V/def2-TZVPD) of a single C3H7N3 molecule at a distorted geometry.

Positions of all 13 atoms, in Å:
H1 -0.5581 0.5323 2.2802
H2 -0.2552 -1.9557 0.0108
H3 1.6452 -0.7703 -1.2117
H4 -1.8828 0.3692 0.0346
H5 0.0323 1.8281 -0.3073
C1 -0.5475 -1.0802 -0.3992
H6 -1.1815 -1.2124 -1.2252
N1 -0.5452 -0.1779 1.5879
N2 -1.2924 -0.2869 0.5162
H7 1.5352 1.7120 -0.9360
C2 0.8791 1.1337 -0.3648
C3 0.8139 -0.2924 -0.6174
N3 1.3569 0.2007 0.6319

As for the net charge: 0. As for the expectation value of S²: 2.009. The HOMO energy (alpha / beta) is -6.5 / -9.2 eV. As for the frontier orbital gap (alpha / beta): 7.521 / 8.456 eV. As for the energy above the lowest of the compared OMol25 structures with the same formula, charge and spin: 2.3402 eV. Its spin multiplicity is 3.